Density functional theory data (ωB97M-V/def2-TZVPD) for a molecular structure, C31H52P2Ti.

Element x y z (Å)
Ti -0.859 -1.009 -2.414
C 0.488 -2.893 -0.990
C 0.687 -2.562 -2.393
C 2.180 -1.337 -1.080
C 1.444 -2.193 -0.221
C 1.726 -1.534 -2.403
C -0.430 -3.934 -0.481
H -1.240 -4.185 -1.185
H -0.937 -3.627 0.451
H 0.129 -4.862 -0.258
C 1.667 -2.418 1.227
H 1.279 -3.401 1.532
H 1.172 -1.668 1.857
H 2.738 -2.386 1.465
C 3.347 -0.493 -0.736
H 4.165 -0.649 -1.454
H 3.740 -0.731 0.259
H 3.090 0.576 -0.765
C 2.308 -0.924 -3.618
H 2.671 -1.689 -4.330
H 3.171 -0.294 -3.348
H 1.603 -0.273 -4.171
C 0.193 -3.375 -3.538
H 0.754 -4.309 -3.663
H 0.260 -2.835 -4.481
H -0.845 -3.683 -3.386
C -2.115 -0.095 -1.186
C -2.542 -1.425 -1.492
C -3.357 -1.734 -2.721
C -2.759 -1.400 -4.152
C -1.462 -0.631 -4.279
C -1.208 0.575 -3.556
C -2.351 1.490 -3.137
C -2.900 1.096 -1.747
H -4.338 -1.227 -2.665
H -3.548 -0.842 -4.688
H -3.570 -2.818 -2.711
H -3.978 0.865 -1.839
H -1.595 0.077 -0.248
H -2.576 -2.172 -0.694
H -2.817 1.963 -1.068
H -1.979 2.519 -3.067
H -0.235 1.057 -3.657
H -3.172 1.462 -3.872
H -2.645 -2.363 -4.683
H -0.893 -0.860 -5.189
P -1.529 -0.686 2.953
C -0.831 -1.592 4.403
H -1.543 -1.679 5.235
H 0.083 -1.076 4.725
H -0.529 -2.593 4.067
C -2.580 0.625 3.703
H -3.425 0.189 4.257
H -2.964 1.229 2.867
H -1.982 1.287 4.341
C -2.887 -1.809 2.425
H -3.227 -1.466 1.438
H -3.718 -1.778 3.144
H -2.508 -2.833 2.312
P 1.081 3.378 -1.003
C 1.810 3.767 -2.627
H 2.077 4.808 -2.778
H 1.077 3.491 -3.395
H 2.690 3.137 -2.804
C -0.406 4.415 -0.822
H -0.971 4.426 -1.765
H -0.209 5.430 -0.490
H -1.056 3.924 -0.083
C 2.271 3.640 0.346
H 2.640 4.664 0.401
H 3.104 2.934 0.193
H 1.804 3.357 1.299
C 1.167 0.868 2.390
C 1.678 1.265 3.629
C 0.899 2.168 4.424
C 1.313 2.563 5.692
C 2.561 2.141 6.180
C 3.369 1.289 5.395
C 2.930 0.815 4.170
H 1.751 0.255 1.717
H 0.215 1.257 2.040
H -0.037 2.542 3.993
H 0.660 3.208 6.294
H 2.892 2.474 7.162
H 4.348 1.005 5.772
H 3.520 0.115 3.573

As for the highest occupied orbital energy (spin up / spin down): -12.4 / -12.4 eV. The largest force on an atom is 6.0 eV Å⁻¹. As for the total charge: +2. The value obtained for the total energy is -2743.7932 a.u. As for the LUMO energy (spin up / spin down): -7.86 / -7.86 eV.

=====

Density functional theory data (ωB97M-V/def2-TZVPD) for a molecular structure, C6H4NO2S8Yb.

Element x y z (Å)
Yb 0.808 -1.394 1.029
S 2.934 -1.370 2.636
S 2.383 -1.985 4.538
S 0.469 -2.931 4.555
S -0.273 -3.218 2.645
O -1.271 2.179 2.408
C -0.755 1.292 1.738
O -0.149 0.249 2.143
C -0.814 1.399 0.218
C -1.433 2.468 -0.414
C -1.444 2.494 -1.796
C -0.838 1.455 -2.489
C -0.243 0.428 -1.777
N -0.231 0.399 -0.442
H -1.881 3.236 0.199
H -1.917 3.310 -2.330
H -0.819 1.429 -3.570
H 0.237 -0.394 -2.291
S 2.794 -1.138 -0.819
S 2.370 -1.958 -2.670
S 0.475 -2.963 -2.690
S -0.402 -2.985 -0.820

As for the highest occupied orbital energy (spin up / spin down): -0.6 / -0.6 eV. The largest force on an atom is 0.4 eV Å⁻¹. Its energy relative to the best compared isomer or geometry (same formula, charge and spin) is 13.8 kcal per mole. As for the total charge: -2. The spin multiplicity is 2. The value obtained for the total energy is -4780.7610 a.u. As for the LUMO energy (spin up / spin down): 4.67 / 4.67 eV.

=====

Density functional theory data (ωB97M-V/def2-TZVPD) for 12 unconnected molecules or ions with the total composition C15H59BN24O13P2.

Element x y z (Å)
C -2.015 2.164 3.071
C -2.801 1.301 3.881
P -3.491 -0.297 3.029
B -5.337 0.423 2.903
O -5.475 1.788 3.309
N -6.475 -0.388 2.454
C -6.975 -1.135 3.637
C -7.522 0.408 1.782
P -4.032 -2.265 2.139
N -3.032 -3.442 3.028
O -3.432 -2.234 0.549
H -2.461 2.862 2.356
H -0.923 2.052 3.153
H -2.998 1.501 4.950
H -3.203 -0.987 4.280
H -2.520 -0.132 1.965
H -5.988 1.804 4.119
H -7.849 -0.662 4.115
H -7.206 -2.166 3.326
H -6.169 -1.133 4.401
H -7.253 1.461 1.618
H -8.480 0.349 2.328
H -7.713 -0.028 0.783
H -2.042 -3.251 2.821
H -3.116 -3.222 4.018
H -3.832 -1.511 0.067
N -5.808 -5.928 -1.206
C -5.514 -5.322 -0.016
N -4.228 -5.469 0.399
O -6.345 -4.694 0.627
H -5.143 -6.447 -1.746
H -6.745 -5.842 -1.545
H -3.970 -5.035 1.275
H -3.535 -5.978 -0.111
N -9.967 -6.247 -1.031
C -10.725 -6.089 0.093
N -10.190 -5.262 1.032
O -11.802 -6.647 0.240
H -9.084 -5.797 -1.169
H -10.327 -6.848 -1.746
H -10.719 -5.120 1.871
H -9.305 -4.796 0.928
N 1.949 -3.214 4.105
C 0.888 -2.367 4.114
N 0.587 -1.817 5.326
O 0.241 -2.111 3.105
H 2.488 -3.434 4.919
H 2.200 -3.639 3.225
H -0.190 -1.185 5.363
H 1.099 -2.008 6.165
N -0.424 -1.533 -0.023
C 0.157 -0.498 -0.677
N 0.217 -0.632 -2.037
O 0.597 0.488 -0.093
H -0.792 -2.345 -0.480
H -0.486 -1.472 0.979
H 0.634 0.115 -2.555
H -0.135 -1.427 -2.533
N 3.605 1.648 -2.396
C 4.029 2.464 -1.390
N 3.169 2.591 -0.354
O 5.121 3.040 -1.429
H 2.726 1.170 -2.386
H 4.218 1.527 -3.184
H 3.448 3.185 0.417
H 2.277 2.125 -0.315
N 7.216 3.865 -5.299
C 6.644 4.963 -4.725
N 6.008 4.730 -3.548
O 6.701 6.076 -5.239
H 7.180 2.947 -4.899
H 7.691 3.996 -6.172
H 5.575 5.515 -3.099
H 5.948 3.826 -3.108
N 8.196 4.825 -10.528
C 7.410 4.996 -9.423
N 7.918 5.835 -8.475
O 6.333 4.436 -9.296
H 9.082 5.273 -10.656
H 7.851 4.215 -11.243
H 7.364 5.988 -7.643
H 8.799 6.302 -8.562
N 5.959 4.907 0.998
C 5.158 5.052 2.085
N 5.634 5.876 3.063
O 4.078 4.478 2.179
H 6.846 5.360 0.889
H 5.626 4.302 0.264
H 5.061 6.001 3.876
H 6.511 6.356 3.008
N -4.936 6.278 3.053
C -4.091 6.464 1.998
N -3.680 5.320 1.380
O -3.730 7.572 1.635
H -5.243 5.377 3.368
H -5.257 7.097 3.531
H -3.057 5.418 0.601
H -3.966 4.402 1.663
N 3.222 -6.371 -0.012
C 3.523 -5.782 1.178
N 4.807 -5.952 1.602
O 2.697 -5.147 1.820
H 3.879 -6.896 -0.556
H 2.285 -6.264 -0.351
H 5.061 -5.530 2.475
H 5.498 -6.468 1.093
N 7.090 -2.243 -2.783
C 6.016 -1.400 -2.770
N 5.718 -0.857 -1.559
O 5.368 -1.150 -3.778
H 7.636 -2.461 -1.973
H 7.336 -2.657 -3.662
H 4.931 -0.233 -1.521
H 6.232 -1.043 -0.720

As for the highest occupied orbital energy: -6.8 eV. The largest force on an atom is 2.5 eV Å⁻¹. Its structure (SMILES) is C=C[PH2](B(O)N(C)C)P(N)O.NC(N)=O.NC(N)=O.NC(N)=O.NC(N)=O.NC(N)=O.NC(N)=O.NC(N)=O.NC(N)=O.NC(N)=O.NC(N)=O.NC(N)=O. As for the total charge: 0. The value obtained for the total energy is -3607.0604 a.u. As for the LUMO energy: -0.30 eV.

=====

Density functional theory data (ωB97M-V/def2-TZVPD) for C6H10 in the gas phase.

Element x y z (Å)
C -1.306 0.105 0.505
C -0.538 -1.221 0.473
C 0.803 -0.884 -0.145
C 1.587 0.337 0.238
C 0.641 0.423 -0.919
C -0.704 1.062 -0.578
H -1.060 0.556 1.471
H -2.387 -0.077 0.512
H -1.000 -2.006 -0.143
H -0.553 -1.591 1.503
H 1.389 -1.710 -0.546
H 1.332 0.896 1.136
H 2.650 0.308 0.016
H 1.019 0.496 -1.935
H -0.575 2.045 -0.106
H -1.296 1.261 -1.482

As for the highest occupied orbital energy: -9.8 eV. The largest force on an atom is 0.6 eV Å⁻¹. Its structure (SMILES) is C1C[C@@H]2C[C@@H]2C1. Its energy relative to the best compared isomer or geometry (same formula, charge and spin) is 13.5 kcal per mole. As for the total charge: 0. The value obtained for the total energy is -234.5810 a.u. As for the LUMO energy: 1.24 eV.

=====

> Which formula does entry 4 have?

C6H10

=====

Repeat the fourth record exactly.
Density functional theory data (ωB97M-V/def2-TZVPD) for C6H10 in the gas phase.

Element x y z (Å)
C -1.306 0.105 0.505
C -0.538 -1.221 0.473
C 0.803 -0.884 -0.145
C 1.587 0.337 0.238
C 0.641 0.423 -0.919
C -0.704 1.062 -0.578
H -1.060 0.556 1.471
H -2.387 -0.077 0.512
H -1.000 -2.006 -0.143
H -0.553 -1.591 1.503
H 1.389 -1.710 -0.546
H 1.332 0.896 1.136
H 2.650 0.308 0.016
H 1.019 0.496 -1.935
H -0.575 2.045 -0.106
H -1.296 1.261 -1.482

As for the highest occupied orbital energy: -9.8 eV. The largest force on an atom is 0.6 eV Å⁻¹. Its structure (SMILES) is C1C[C@@H]2C[C@@H]2C1. Its energy relative to the best compared isomer or geometry (same formula, charge and spin) is 13.5 kcal per mole. As for the total charge: 0. The value obtained for the total energy is -234.5810 a.u. As for the LUMO energy: 1.24 eV.

=====

> The lowest total charge belongs to which entry?

C6H4NO2S8Yb